The following is a quantum chemistry calculation of a molecular structure, C23H19FO4, from OMol25.

Calculated values
Gap between HOMO and LUMO in Eh: 0.2498
HOMO energy in eV: -8.0257

```
! wB97M-V def2-TZVPD RIJCOSX def2/J DEFGRID3
* xyz 0 1
C 3.575 2.641 0.421
H 3.553 2.739 -0.749
O 3.225 1.478 0.756
C 1.832 1.000 0.525
C 0.847 1.683 -0.182
C -0.525 1.321 -0.165
C -0.945 -0.003 0.336
C 0.095 -0.679 0.624
C 1.357 -0.242 0.850
C 2.495 -1.241 1.506
O 3.197 -1.533 0.489
C 4.286 -0.988 -0.018
C 4.691 -1.267 -1.396
C 5.842 -0.413 -1.733
C 6.685 0.076 -1.006
C 6.382 0.060 0.608
C 5.337 -0.665 1.016
H 5.086 -0.564 2.109
H 7.268 0.655 1.090
F 7.788 0.733 -1.229
H 5.995 -0.498 -2.916
H 3.845 -1.459 -1.795
H 3.056 -0.550 2.311
H 1.913 -2.005 2.162
H -0.142 -1.534 0.802
C -2.144 -0.268 -0.052
C -2.759 -1.656 0.283
C -4.117 -1.696 -0.055
O -4.532 -3.061 -0.096
C -5.136 -0.819 -0.049
C -5.131 0.464 0.642
C -6.158 1.288 0.465
C -7.129 1.202 -0.312
C -7.225 -0.102 -1.158
C -6.257 -1.005 -1.014
H -6.213 -1.626 -1.591
H -7.983 -0.093 -2.018
O -8.100 2.157 -0.143
H -8.784 1.948 -1.050
H -6.238 2.317 1.315
H -4.280 0.392 1.589
H -2.313 -2.195 0.948
H -2.950 0.407 -0.499
H -1.245 1.926 -0.643
H 0.973 2.922 -0.413
H 4.742 2.600 0.565
H 3.097 3.352 0.893
*
```

The following is a quantum chemistry calculation of a molecular structure, C23H19N2O5S, from OMol25.

Calculated values
Gap between HOMO and LUMO in Eh: 0.2352
HOMO energy in eV: -4.0366
Relative energy (zero: lowest compared OMol25 entry of this formula, charge and spin) in kcal/mol: 38.37

```
! wB97M-V def2-TZVPD RIJCOSX def2/J DEFGRID3
* xyz -1 1
C 5.679 -2.320 0.265
O 4.669 -2.439 1.292
C 3.364 -2.298 0.943
C 2.432 -2.303 2.007
C 1.094 -1.988 1.768
C 0.659 -1.698 0.454
C -0.734 -1.319 0.178
C -1.299 -1.852 -1.003
N -2.543 -2.471 -0.910
O -3.166 -2.814 -1.958
O -2.966 -2.726 0.244
C 1.554 -1.910 -0.615
C 2.917 -2.180 -0.386
H 6.620 -2.389 0.810
H 5.597 -3.146 -0.459
H 5.615 -1.355 -0.263
H 2.777 -2.468 3.008
H 0.384 -1.998 2.583
H -1.425 -1.172 1.015
H -0.798 -1.832 -1.975
H 1.202 -1.877 -1.640
H 3.619 -2.231 -1.210
C -3.090 1.392 -4.727
C -2.921 2.637 -4.119
C -2.745 2.741 -2.734
C -2.763 1.565 -1.966
S -2.573 1.535 -0.152
C -1.036 0.600 0.197
C -0.369 1.214 1.343
C 1.036 1.296 1.404
C 1.693 1.793 2.532
C 1.000 2.311 3.628
C 1.727 2.802 4.757
N 2.364 3.143 5.673
C -0.402 2.313 3.555
C -1.069 1.790 2.436
O -2.279 2.970 0.064
O -3.706 0.922 0.456
C -2.942 0.334 -2.574
C -3.104 0.237 -3.954
H -3.205 1.311 -5.812
H -2.923 3.539 -4.731
H -2.597 3.714 -2.273
H -0.488 0.681 -0.759
H 1.641 0.970 0.551
H 2.784 1.759 2.573
H -0.948 2.714 4.408
H -2.157 1.821 2.424
H -2.936 -0.561 -1.968
H -3.238 -0.757 -4.380
*
```

The following is a quantum chemistry calculation of C23H19N3O6S in the gas phase, from OMol25.

Calculated values
Gap between HOMO and LUMO in Eh: 0.3035
Structure (SMILES): O=C(CSCc1ccc([N+](=O)[O-])cc1)Nc1cccc(C(=O)Nc2ccccc2C(=O)O)c1
HOMO energy in eV: -8.6568

```
! wB97M-V def2-TZVPD RIJCOSX def2/J DEFGRID3
* xyz 0 1
O -4.614 -2.314 0.681
C -4.418 -1.700 -0.343
C -5.565 -1.088 -1.133
S -5.271 0.654 -1.574
C -5.040 1.395 0.097
C -3.594 1.521 0.452
C -2.800 2.445 -0.226
C -1.464 2.591 0.087
C -0.913 1.785 1.075
N 0.480 1.924 1.399
O 1.022 0.984 1.947
O 1.026 2.967 1.121
C -1.681 0.842 1.744
C -3.023 0.720 1.437
N -3.207 -1.470 -0.910
C -1.950 -1.722 -0.350
C -1.742 -2.686 0.631
C -0.481 -2.835 1.181
C 0.578 -2.041 0.776
C 0.377 -1.086 -0.217
C 1.403 -0.086 -0.639
O 1.055 0.974 -1.131
N 2.689 -0.464 -0.417
C 3.853 0.279 -0.549
C 3.807 1.647 -0.827
C 4.963 2.389 -0.949
C 6.205 1.787 -0.806
C 6.269 0.440 -0.530
C 5.112 -0.337 -0.389
C 5.367 -1.755 -0.082
O 6.465 -2.255 -0.062
O 4.281 -2.521 0.203
C -0.886 -0.941 -0.778
H -6.487 -1.165 -0.557
H -5.689 -1.609 -2.083
H -5.585 0.771 0.802
H -5.509 2.377 0.032
H -3.242 3.048 -1.006
H -0.833 3.297 -0.429
H -1.223 0.223 2.500
H -3.627 -0.005 1.962
H -3.201 -0.840 -1.705
H -2.565 -3.291 0.973
H -0.328 -3.575 1.952
H 1.532 -2.142 1.268
H 2.831 -1.410 -0.088
H 2.848 2.124 -0.937
H 4.892 3.446 -1.154
H 7.110 2.365 -0.905
H 7.219 -0.057 -0.407
H 4.584 -3.423 0.398
H -1.029 -0.180 -1.532
*
```

The following is a quantum chemistry calculation of C23H19N5O4 in the gas phase, from OMol25.

Calculated values
Gap between HOMO and LUMO in Eh: 0.2951
Structure (SMILES): COc1ccc(-n2nc(C(=O)NCC(=O)Nc3ccccn3)c3ccccc3c2=O)cc1
HOMO energy in eV: -8.4037
Relative energy (zero: lowest compared OMol25 entry of this formula, charge and spin) in kcal/mol: 0.00

```
! wB97M-V def2-TZVPD RIJCOSX def2/J DEFGRID3
* xyz 0 1
C 5.517 0.518 1.390
O 5.065 0.202 0.094
C 3.767 0.438 -0.218
C 2.822 0.967 0.656
C 1.517 1.137 0.235
C 1.134 0.790 -1.053
N -0.237 0.898 -1.405
N -1.058 0.570 -0.413
C -2.347 0.566 -0.558
C -3.049 0.031 0.653
O -4.006 -0.712 0.607
N -2.433 0.411 1.803
C -2.463 -0.375 3.009
C -1.098 -1.031 3.303
O -0.758 -1.317 4.419
N -0.365 -1.236 2.165
C 0.944 -1.693 2.056
C 1.393 -2.134 0.806
C 2.699 -2.562 0.695
C 3.512 -2.540 1.822
C 2.968 -2.075 3.007
N 1.721 -1.655 3.124
C -2.977 0.914 -1.798
C -4.360 0.901 -2.005
C -4.870 1.273 -3.229
C -4.021 1.668 -4.263
C -2.657 1.683 -4.075
C -2.118 1.305 -2.844
C -0.662 1.312 -2.669
O 0.132 1.648 -3.523
C 2.078 0.279 -1.937
C 3.379 0.110 -1.520
H 6.567 0.230 1.412
H 4.969 -0.044 2.153
H 5.432 1.590 1.593
H 3.082 1.240 1.666
H 0.787 1.544 0.918
H -1.648 1.039 1.708
H -3.221 -1.155 2.883
H -2.735 0.234 3.875
H -0.815 -1.051 1.277
H 0.729 -2.135 -0.045
H 3.082 -2.907 -0.253
H 4.537 -2.872 1.774
H 3.553 -2.027 3.917
H -5.007 0.585 -1.203
H -5.937 1.261 -3.390
H -4.438 1.960 -5.215
H -1.978 1.981 -4.859
H 1.794 0.017 -2.943
H 4.124 -0.289 -2.189
*
```

The following is a quantum chemistry calculation of a molecular structure, C23H20AsN5S4Se3TeW, from OMol25.

Calculated values
Gap between HOMO and LUMO in Eh: 0.1911
HOMO energy in eV: -7.6924
Relative energy (zero: lowest compared OMol25 entry of this formula, charge and spin) in kcal/mol: 28.27

```
! wB97M-V def2-TZVPD RIJCOSX def2/J DEFGRID3
* xyz 0 1
W 1.438 -0.263 -0.620
C 0.201 -5.933 0.351
C -0.301 -5.236 1.440
C -0.334 -3.853 1.428
C 0.114 -3.128 0.318
C 0.637 -3.838 -0.762
C 0.674 -5.224 -0.741
N 0.086 -1.699 0.366
C -0.999 -1.085 0.890
C -2.274 -1.671 1.109
C -3.269 -0.938 1.688
C -3.069 0.400 2.112
C -1.881 1.014 1.872
C -0.865 0.295 1.206
N 0.322 0.828 0.837
N 0.633 2.029 1.221
C 1.880 2.366 0.813
C 2.433 3.599 1.198
C 3.734 3.874 0.878
C 4.488 2.918 0.180
C 3.883 1.758 -0.212
N 2.587 1.484 0.062
H 0.231 -7.015 0.357
H -0.652 -5.766 2.316
H -0.678 -3.325 2.306
H 1.009 -3.326 -1.636
H 1.080 -5.747 -1.597
H -2.457 -2.683 0.781
H -4.244 -1.390 1.815
H -3.880 0.940 2.581
H -1.701 2.048 2.125
H 1.813 4.275 1.767
H 4.183 4.811 1.176
H 5.527 3.085 -0.061
H 4.415 0.997 -0.765
Se 2.341 -0.462 2.125
Se 2.438 -2.637 2.743
Te 4.105 -3.374 0.969
Se 3.396 -1.763 -0.867
S -0.064 0.884 -5.045
As 1.026 -0.560 -4.050
S -0.050 -1.182 -2.160
S 2.405 0.565 -2.573
S 2.017 -2.221 -4.754
N -0.176 1.990 -1.635
C -1.473 2.348 -1.205
C -1.685 3.482 -0.427
C -2.960 3.781 0.031
C -4.028 2.953 -0.278
C -3.815 1.823 -1.061
C -2.547 1.518 -1.525
H 0.486 2.750 -1.521
H -0.163 1.688 -2.611
H -0.851 4.131 -0.190
H -3.118 4.671 0.627
H -5.023 3.190 0.076
H -4.645 1.177 -1.318
H -2.379 0.646 -2.145
*
```

The following is a quantum chemistry calculation of a molecular structure, C23H20AuN5O3, from OMol25.

Calculated values
Gap between HOMO and LUMO (spin up / spin down) in Eh: 0.2745 / 0.2152
HOMO energy (spin up / spin down) in eV: -13.9962 / -13.9771
Expectation value of S²: 2.04
Relative energy (zero: lowest compared OMol25 entry of this formula, charge and spin) in kcal/mol: 0.00

```
! wB97M-V def2-TZVPD RIJCOSX def2/J DEFGRID3
* xyz 2 3
Au 0.680 -0.590 0.146
N -2.602 -0.426 3.105
C -1.906 -0.369 1.985
N -0.647 -0.705 1.896
C 0.053 -1.108 3.031
N 1.327 -1.372 3.000
N 1.872 -1.198 1.769
C 3.114 -1.377 1.550
C 3.606 -1.171 0.180
C 4.930 -1.374 -0.155
C 5.325 -1.179 -1.474
C 4.384 -0.793 -2.410
C 3.070 -0.607 -2.001
N 2.695 -0.786 -0.741
C -0.678 -1.226 4.281
C -0.075 -1.672 5.463
C -0.816 -1.756 6.619
C -2.167 -1.396 6.619
C -2.781 -0.952 5.467
C -2.027 -0.872 4.302
H -3.573 -0.150 3.099
H -2.414 -0.020 1.095
H 3.781 -1.681 2.350
H 5.638 -1.682 0.603
H 6.356 -1.332 -1.762
H 4.651 -0.637 -3.445
H 2.295 -0.315 -2.698
H 0.971 -1.945 5.446
H -0.354 -2.102 7.532
H -2.741 -1.466 7.533
H -3.827 -0.673 5.465
C -2.834 -0.643 -6.059
O -2.655 0.734 -5.702
C -2.067 1.017 -4.551
C -1.942 2.419 -4.291
C -1.353 2.874 -3.117
C -0.883 2.002 -2.160
C -0.362 2.524 -0.860
C 0.220 3.905 -0.811
O -0.422 1.825 0.138
C -0.965 0.558 -2.433
O -0.485 -0.330 -1.677
C -1.586 0.115 -3.643
H -3.338 -0.633 -7.018
H -3.452 -1.148 -5.316
H -1.866 -1.136 -6.152
H -2.325 3.109 -5.031
H -1.293 3.941 -2.957
H -0.513 4.657 -1.102
H 1.056 3.985 -1.509
H 0.555 4.112 0.201
H -1.631 -0.952 -3.802
*
```

The following is a quantum chemistry calculation of a molecular structure, C23H20BCl2N9O2Re, from OMol25.

Calculated values
Gap between HOMO and LUMO (spin up / spin down) in Eh: 0.1763 / 0.1790
HOMO energy (spin up / spin down) in eV: -17.1109 / -17.1112
Relative energy (zero: lowest compared OMol25 entry of this formula, charge and spin) in kcal/mol: 13.46

```
! wB97M-V def2-TZVPD RIJCOSX def2/J DEFGRID3
* xyz 3 1
Re 0.239 -0.042 0.040
C 0.514 -1.594 4.027
C 0.482 -0.523 3.192
N 0.469 -0.931 1.871
N 0.479 -2.313 1.926
C 0.516 -2.716 3.181
B 0.415 -3.163 0.621
N 1.511 -2.587 -0.349
C 2.436 -3.266 -1.000
C 3.127 -2.397 -1.867
C 2.568 -1.174 -1.669
N 1.573 -1.269 -0.719
N -0.940 -2.791 -0.028
C -2.062 -3.446 -0.296
C -2.985 -2.570 -0.875
C -2.351 -1.360 -0.924
N -1.105 -1.476 -0.367
N 0.665 -4.599 0.843
C 0.283 -5.741 0.188
C 1.077 -6.762 0.626
C 1.956 -6.160 1.554
N 1.724 -4.872 1.674
H 0.547 -1.596 5.103
H 0.499 0.517 3.454
H 0.572 -3.767 3.415
H 2.572 -4.321 -0.816
H 3.923 -2.654 -2.545
H 2.794 -0.240 -2.152
H -2.170 -4.491 -0.055
H -3.977 -2.807 -1.217
H -2.688 -0.420 -1.326
H -0.488 -5.753 -0.564
H 1.033 -7.795 0.330
H 2.743 -6.621 2.130
O -0.947 2.426 -2.840
C -0.221 1.787 -2.163
O -0.616 0.616 -1.547
C 1.198 2.101 -1.810
C 1.910 3.090 -2.466
C 3.206 3.320 -2.059
C 3.746 2.594 -0.983
C 5.058 2.847 -0.507
C 5.545 2.169 0.572
C 4.739 1.210 1.220
C 3.469 0.929 0.786
C 2.949 1.607 -0.336
N 1.677 1.372 -0.806
H 1.437 3.633 -3.273
H 3.814 4.068 -2.552
H 5.655 3.596 -1.010
H 6.543 2.366 0.939
H 5.133 0.684 2.080
H 2.889 0.177 1.305
Cl -1.944 1.072 1.111
C -1.166 2.508 1.816
Cl 0.583 2.201 1.633
H -1.422 2.582 2.869
H -1.434 3.389 1.242
*
```

The following is a quantum chemistry calculation of a molecular structure, C23H20BClF4PV, from OMol25.

Calculated values
Gap between HOMO and LUMO (spin up / spin down) in Eh: 0.1748 / 0.2073
HOMO energy (spin up / spin down) in eV: -11.3082 / -11.3254
Expectation value of S²: 1.04
Relative energy (zero: lowest compared OMol25 entry of this formula, charge and spin) in kcal/mol: 0.00

```
! wB97M-V def2-TZVPD RIJCOSX def2/J DEFGRID3
* xyz 1 2
C 0.315 0.989 2.008
C 1.130 1.555 1.016
C 0.280 2.145 -0.010
H 2.189 1.539 1.059
C -1.049 1.905 0.289
C -1.092 1.230 1.614
H -2.084 0.947 2.002
H 0.548 0.274 2.802
H 0.624 2.703 -0.847
H -1.985 2.174 -0.257
V 0.044 0.024 -0.052
Cl -1.310 -0.644 -1.777
P 2.304 0.047 -3.037
C 2.322 1.462 -4.211
C 3.482 2.129 -4.629
H 4.456 1.813 -4.260
C 3.396 3.199 -5.526
H 4.306 3.709 -5.841
C 2.157 3.611 -6.016
H 2.093 4.445 -6.716
C 0.994 2.952 -5.600
H 0.023 3.271 -5.977
C 1.071 1.895 -4.698
H 0.164 1.391 -4.365
C 4.051 0.048 -2.467
C 4.362 0.896 -1.384
H 3.576 1.504 -0.936
C 5.663 0.965 -0.896
H 5.894 1.632 -0.066
C 6.672 0.176 -1.461
H 7.689 0.226 -1.070
C 6.368 -0.677 -2.521
H 7.146 -1.297 -2.965
C 5.064 -0.742 -3.025
H 4.842 -1.407 -3.858
C 2.320 -1.371 -4.205
C 2.528 -1.257 -5.586
H 2.701 -0.279 -6.033
C 2.519 -2.396 -6.397
H 2.681 -2.293 -7.470
C 2.308 -3.658 -5.841
H 2.303 -4.544 -6.475
C 2.097 -3.779 -4.463
H 1.929 -4.761 -4.022
C 2.091 -2.648 -3.652
H 1.913 -2.742 -2.581
F -1.361 -0.674 1.250
B -2.417 -0.523 2.882
F -1.951 -1.773 3.005
F -1.971 0.326 3.838
F -3.579 -0.342 2.270
*
```

The following is a quantum chemistry calculation of a molecular structure, C23H20BF4IN2PV, from OMol25.

Calculated values
Gap between HOMO and LUMO (spin up / spin down) in Eh: 0.2808 / 0.2577
HOMO energy (spin up / spin down) in eV: -10.9514 / -10.2782
Expectation value of S²: 0.76

```
! wB97M-V def2-TZVPD RIJCOSX def2/J DEFGRID3
* xyz 1 2
V 0.204 0.818 -0.112
N -0.526 -0.854 -1.136
C 0.371 -1.949 -1.484
C -0.107 -3.091 -2.113
C 0.781 -4.078 -2.505
C 2.144 -3.923 -2.283
C 2.620 -2.790 -1.647
C 1.732 -1.800 -1.232
P 2.253 -0.275 -0.378
C 2.986 -0.859 1.181
C 3.659 0.082 1.966
C 4.122 -0.265 3.224
C 3.926 -1.553 3.707
C 3.282 -2.496 2.922
C 2.809 -2.152 1.663
C 3.649 0.305 -1.375
C 3.345 1.118 -2.467
C 4.355 1.534 -3.320
C 5.665 1.145 -3.079
C 5.970 0.344 -1.987
C 4.965 -0.077 -1.129
H -0.870 -0.433 -2.003
H -1.376 -1.210 -0.700
H -1.167 -3.202 -2.312
H 0.409 -4.967 -2.996
H 2.835 -4.687 -2.615
H 3.681 -2.664 -1.469
H 3.834 1.078 1.573
H 4.645 0.465 3.829
H 4.296 -1.820 4.688
H 3.157 -3.508 3.285
H 2.317 -2.895 1.047
H 2.317 1.413 -2.647
H 4.122 2.165 -4.167
H 6.453 1.472 -3.744
H 6.994 0.048 -1.801
H 5.204 -0.696 -0.272
F -2.159 3.319 -1.725
B -1.712 2.084 -1.478
F -2.319 1.042 -2.155
F -0.256 1.967 -1.785
F -1.739 1.748 -0.059
I 1.077 2.963 1.501
C 0.386 1.245 2.534
C 0.210 1.226 3.896
C -0.249 0.044 4.468
C -0.501 -1.042 3.646
C -0.302 -0.922 2.285
N 0.126 0.219 1.717
H 0.419 2.104 4.489
H -0.409 -0.016 5.535
H -0.846 -1.981 4.054
H -0.484 -1.752 1.615
*
```